Entry 1:
C3H6N2O2 | ωB97M-V with the def2-TZVPD basis set

Structure (XYZ):
```
13
Properties=species:S:1:pos:R:3:forces:R:3
N 0.7747 1.6699 -0.1163 0.03 0.03 -0.09
C 0.3911 0.3416 0.2123 -0.19 0.00 -0.13
N 0.0866 -0.3591 -1.0016 0.07 -0.14 0.06
C -0.8083 -1.3787 -1.1768 -0.14 -0.15 0.12
O -1.5319 -1.8751 -0.3391 0.24 0.15 -0.39
C -0.1574 -0.1684 1.4740 -0.25 0.05 0.15
O 1.2496 -0.2203 1.1708 0.20 -0.16 -0.16
H 1.3088 2.1226 0.6114 -0.21 -0.06 0.02
H 0.0447 2.2488 -0.5022 -0.08 0.01 0.16
H 0.5669 -0.0232 -1.8255 0.06 -0.12 0.18
H -0.8103 -1.7349 -2.2232 0.01 0.10 0.05
H -0.4866 0.5221 2.2487 0.30 0.03 -0.05
H -0.6279 -1.1456 1.4675 -0.04 0.26 0.08
```
Positions in Å, forces in eV/Å.

Properties
- Total energy: -10282.527 eV
- Charge: 0
- Lowest unoccupied orbital energy: 0.84 eV
- SMILES string: N[C@]1(NC=O)CO1
- HOMO-LUMO gap: 10.516 eV
- ΔE to the lowest compared entry with this formula, charge and spin: 2.2701 eV
- Spin multiplicity: 1

Atom charges from the Mulliken analysis, given in e for atoms 1 to 5: atom 1 (N): -0.57, atom 2 (C): 0.70, atom 3 (N): -0.12, atom 4 (C): 0.01, atom 5 (O): -0.55

***

Entry 2:
C3H6N2O2P | ωB97M-V with the def2-TZVPD basis set

Structure (XYZ):
```
14
Properties=species:S:1:pos:R:3:forces:R:3
C 0.6705 -0.9231 0.8049 -0.15 -0.94 1.07
C 1.3153 1.9542 -0.3464 -0.08 -0.47 -0.18
C 0.5218 -0.3465 -0.5802 1.18 -2.17 -1.01
N 1.6317 -1.6884 1.1462 -0.14 -0.13 -0.75
N 0.3457 1.0661 -0.4094 -0.21 0.62 -1.30
O -2.9053 -0.7536 -0.6207 -0.35 0.33 0.41
O -2.3611 1.6985 -0.2544 -0.74 -0.61 0.29
P -3.3478 0.5574 -0.0149 1.11 0.09 -0.75
H -0.1521 -0.6410 1.5332 0.68 -0.21 -0.90
H 2.3485 1.4140 -0.4428 -1.48 0.18 0.25
H -0.3458 -0.8755 -1.0865 0.48 1.02 0.79
H 1.4031 -0.5693 -1.2789 -0.85 0.25 1.38
H 1.5748 -2.1293 2.0692 -0.33 0.73 -0.08
H -0.6991 1.2364 -0.5193 0.86 1.30 0.77
```
Positions in Å, forces in eV/Å.

Properties
- Total energy: -19572.635 eV
- Charge: -1
- Lowest unoccupied orbital energy: 3.90 eV
- HOMO-LUMO gap: 8.358 eV
- ΔE to the lowest compared entry with this formula, charge and spin: 2.5331 eV
- Spin multiplicity: 1

Atom charges from the Mulliken analysis, given in e for atoms 1 to 5: atom 1 (C): 0.12, atom 2 (C): -0.48, atom 3 (C): -0.54, atom 4 (N): -0.63, atom 5 (N): 0.21

***

Entry 3:
C3H6N2O2P | ωB97M-V with the def2-TZVPD basis set

Structure (XYZ):
```
14
Properties=species:S:1:pos:R:3:forces:R:3
C 1.5970 -0.0733 0.0195 0.96 -0.03 -0.57
C -0.6691 -0.7392 0.6924 0.22 -0.47 1.01
C 0.2667 -0.6811 -0.4601 2.52 -0.75 -0.47
N -1.0183 0.6572 1.1222 1.00 -0.13 0.18
N -0.3387 -0.0099 -1.5233 -3.17 3.17 2.22
O 1.5786 1.1542 0.2816 -0.93 1.19 0.16
O 2.6224 -0.7498 0.0582 0.41 -1.28 0.13
P -0.6262 1.7462 -0.2099 -0.84 -2.18 -0.83
H -1.5783 -1.1971 0.2928 -0.06 -0.34 0.60
H -0.0673 -1.3701 1.4672 -1.70 1.09 -0.76
H 0.5017 -1.6878 -0.7636 0.18 -0.79 -0.03
H -0.4202 0.8935 1.9134 0.07 -0.04 -0.37
H 0.0967 0.5216 -2.2232 2.00 0.04 -0.89
H -1.9448 1.5356 -0.6673 -0.66 0.53 -0.39
```
Positions in Å, forces in eV/Å.

Properties
- Total energy: -19572.010 eV
- Charge: -1
- Lowest unoccupied orbital energy: 4.33 eV
- HOMO-LUMO gap: 8.461 eV
- ΔE to the lowest compared entry with this formula, charge and spin: 3.1581 eV
- Spin multiplicity: 1

Atom charges from the Mulliken analysis, given in e for atoms 1 to 5: atom 1 (C): 0.54, atom 2 (C): -0.71, atom 3 (C): 0.33, atom 4 (N): -0.54, atom 5 (N): -0.94

***

Entry 4:
C3H6N2O2S | ωB97M-V with the def2-TZVPD basis set

Structure (XYZ):
```
14
Properties=species:S:1:pos:R:3:forces:R:3
C 0.8488 -1.6119 -1.2857 -0.60 0.36 -0.40
C -0.1745 -0.6459 -0.7715 -0.37 -0.01 -0.27
C -0.0600 0.7218 1.3168 -0.24 0.43 0.56
N 1.6874 -2.1008 -0.4898 0.67 -0.15 0.71
N 0.0387 -0.5569 0.6472 1.22 -0.64 -0.09
O 2.9021 -0.2504 1.5795 -4.90 -3.79 -1.93
O 1.1109 -2.4852 1.9820 -0.02 -0.44 0.29
S 1.4157 -1.4601 1.0505 4.05 4.12 1.31
H 0.8584 -1.8951 -2.3307 0.01 -0.09 -0.11
H -0.0679 0.3206 -1.2843 0.01 -0.08 0.12
H -1.1784 -1.0358 -0.9851 0.10 0.07 -0.15
H 0.8107 0.8242 1.9660 -0.05 0.20 0.02
H -0.0639 1.5491 0.6035 0.06 -0.09 0.01
H -0.9719 0.7546 1.9164 0.06 0.09 -0.07
```
Positions in Å, forces in eV/Å.

Properties
- Total energy: -21113.924 eV
- Charge: 0
- Lowest unoccupied orbital energy (spin up / spin down): -0.20 / -0.20 eV
- HOMO-LUMO gap (spin up / spin down): 9.566 / 9.566 eV
- ΔE to the lowest compared entry with this formula, charge and spin: 5.9252 eV
- Spin multiplicity: 1

Atom charges from the Mulliken analysis, given in e for atoms 1 to 5: atom 1 (C): -0.08, atom 2 (C): -0.32, atom 3 (C): -0.76, atom 4 (N): -0.41, atom 5 (N): -0.03